# C2H3IN2O

A structure of composition C2H3IN2O in a non-equilibrium geometry (the ωB97M-V functional and the def2-TZVPD basis, OMol25).

Computed properties:
* calculated total energy: -15248.1017 eV
* orbital gap: 0.366 hartree
* ΔE to the lowest compared entry with this formula, charge and spin: 244.5 kJ/mol
* largest force on an atom: 3.89 eV Å⁻¹

```
9
Properties=species:S:1:pos:R:3:forces:R:3
C -1.11162 -0.49490 0.34252 0.342 3.502 1.435
C 0.77236 0.34412 0.62418 3.196 -0.360 0.692
N -1.21495 0.83249 0.43279 -3.041 -2.376 -0.452
N -0.00501 1.32865 0.62303 0.182 2.140 -0.460
O 0.17192 -0.81915 0.52874 0.468 -1.928 -0.239
I 2.83060 0.52724 0.86992 -0.504 -0.300 -0.091
H -1.85185 -1.20533 0.58439 -0.722 -0.703 -0.573
H 0.06004 0.00858 -2.28890 0.889 -1.575 1.707
H 0.34852 -0.52171 -1.71666 -0.810 1.601 -2.018
```
Positions in Å, forces in eV/Å.


# CH4O3

A cluster of 2 separate species, CH4O3 in total in a non-equilibrium geometry (the ωB97M-V functional and the def2-TZVPD basis, OMol25).

Computed properties:
* calculated total energy: -7244.2127 eV
* orbital gap: 0.395 hartree
* ΔE to the lowest compared entry with this formula, charge and spin: 42.3 kJ/mol
* largest force on an atom: 2.59 eV Å⁻¹

```
8
Properties=species:S:1:pos:R:3:forces:R:3
H 0.76726 0.39109 -0.03396 0.190 -2.052 -1.571
O 0.57452 0.95057 1.16310 0.599 0.713 0.528
O 0.80513 -0.39814 -0.87326 0.107 1.110 0.475
H 0.13643 1.79006 0.97467 -0.278 -0.142 0.274
H -0.06762 0.34053 1.55577 -0.321 0.223 -0.257
C -0.40529 -0.88528 -0.93967 0.061 0.791 1.434
H -0.52455 -1.69479 -1.66869 -0.130 0.096 -0.081
O -1.28588 -0.49404 -0.17796 -0.228 -0.739 -0.801
```
Positions in Å, forces in eV/Å.